*a*
Formula: C4H10NO2S
Source: the Open Molecules 2025 dataset
Level of theory: the ωB97M-V functional and the def2-TZVPD basis

Atoms and positions in Å:
O  -0.32  -3.39  1.41
C  -0.39  -2.41  0.66
N  0.45  -1.37  0.66
C  0.29  -0.06  -0.06
C  -0.88  -0.06  -1.04
S  -1.16  1.61  -1.74
C  1.62  0.30  -0.68
H  -1.17  -2.37  -0.09
H  1.20  -1.42  1.33
H  0.02  0.63  0.74
H  -1.79  -0.38  -0.53
H  -0.64  -0.77  -1.84
H  2.00  -0.48  -1.34
H  1.50  1.25  -1.21
H  2.36  0.51  0.11
H  -1.64  2.54  1.58
H  -0.57  2.76  0.59
O  -0.87  3.11  1.45

LUMO energy: 3.65 eV
Gap between HOMO and LUMO: 0.251 Eh
Charge: -1
Multiplicity: 1

Results of the natural (NBO) charge analysis, in e, for atoms 1 through 6: O -0.677; C 0.517; N -0.607; C -0.051; C -0.539; S -0.696

*b*
Formula: C4H10NO2S
Source: the Open Molecules 2025 dataset
Level of theory: the ωB97M-V functional and the def2-TZVPD basis

Atoms and positions in Å:
C  -0.47  -1.08  -0.92
C  0.83  -1.67  -0.25
S  2.32  -0.74  -0.76
C  -0.93  0.04  -0.07
N  -0.80  1.31  -0.53
C  -0.22  1.81  -1.76
O  -1.48  -0.12  1.03
H  -0.16  -0.84  -1.93
H  -1.16  -1.91  -0.86
H  0.67  -1.76  0.82
H  0.96  -2.69  -0.62
H  -1.04  2.00  0.17
H  0.00  1.01  -2.45
H  0.66  2.38  -1.56
H  -1.00  2.31  -2.34
H  -0.93  0.15  3.57
H  -1.81  0.99  2.71
O  -1.44  0.96  3.61

LUMO energy: 3.60 eV
Gap between HOMO and LUMO: 0.229 Eh
Charge: -1
Multiplicity: 1

Results of the natural (NBO) charge analysis, in e, for atoms 1 through 6: C -0.539; C -0.492; S -0.726; C 0.711; N -0.605; C -0.408

It is *a* that is most stable; the runner-up trails by 39.3 kJ/mol.

*a*
Formula: C42H37IrN5O6S3
Source: the Open Molecules 2025 dataset
Level of theory: the ωB97M-V functional and the def2-TZVPD basis

Atoms and positions in Å:
Ir  -1.34  -0.47  0.43
C  5.09  5.84  10.68
O  3.75  6.01  10.26
C  3.32  5.28  9.21
C  1.99  5.47  8.84
C  1.45  4.77  7.78
C  2.23  3.86  7.07
C  3.56  3.67  7.44
C  4.11  4.37  8.51
C  1.63  3.13  5.95
N  0.38  3.26  5.55
C  0.24  2.41  4.50
C  1.42  1.73  4.25
N  2.30  2.21  5.19
C  1.58  0.79  3.20
C  2.76  0.09  2.87
C  2.75  -0.77  1.80
C  1.59  -0.94  1.05
N  0.48  -0.29  1.34
C  0.45  0.56  2.41
C  -0.80  1.24  2.67
N  -1.84  0.96  1.84
C  -3.00  1.57  2.01
C  -3.20  2.50  3.03
C  -2.16  2.81  3.87
C  -0.92  2.17  3.70
H  5.22  6.51  11.53
H  5.80  6.12  9.89
H  5.28  4.82  11.00
H  1.39  6.18  9.40
H  0.42  4.92  7.49
H  4.20  2.97  6.92
H  5.14  4.20  8.78
H  3.26  1.94  5.31
H  3.66  0.23  3.45
H  3.64  -1.32  1.52
H  1.55  -1.60  0.19
H  -3.79  1.29  1.32
H  -4.16  2.97  3.13
H  -2.27  3.52  4.68
O  2.91  0.97  -1.16
S  3.71  0.81  -2.42
C  2.64  1.36  -3.79
C  1.14  1.40  -3.46
C  0.72  2.78  -2.96
C  -0.77  2.94  -2.69
S  -1.41  2.36  -1.11
O  -0.84  0.94  -1.04
C  -0.49  3.38  0.02
C  0.81  3.07  0.38
C  1.46  3.90  1.28
C  0.81  5.01  1.82
C  -0.50  5.30  1.45
C  -1.16  4.48  0.55
C  3.74  -0.94  -2.78
C  2.65  -1.73  -2.46
C  2.69  -3.09  -2.74
C  3.83  -3.64  -3.33
C  4.92  -2.84  -3.63
C  4.88  -1.47  -3.35
H  2.86  0.69  -4.63
H  3.00  2.35  -4.07
H  0.88  0.64  -2.73
H  0.59  1.17  -4.38
H  0.96  3.52  -3.74
H  1.31  3.06  -2.09
H  -1.38  2.41  -3.43
H  -1.08  3.99  -2.70
H  1.31  2.22  -0.04
H  2.48  3.68  1.56
H  1.32  5.65  2.52
H  -1.00  6.16  1.88
H  -2.19  4.68  0.28
H  1.77  -1.30  -1.99
H  1.84  -3.71  -2.49
H  3.87  -4.70  -3.54
H  5.80  -3.27  -4.08
H  5.73  -0.84  -3.57
O  -1.73  -1.87  1.81
N  -2.17  -3.02  1.26
C  -3.01  -3.75  2.01
C  -3.43  -4.98  1.58
C  -2.99  -5.45  0.35
C  -2.16  -4.66  -0.42
C  -1.75  -3.41  0.03
S  -0.78  -2.31  -0.90
H  -3.31  -3.27  2.93
H  -4.11  -5.55  2.20
H  -3.31  -6.41  -0.02
H  -1.83  -4.98  -1.40
O  -4.48  -1.11  1.10
C  -4.28  -0.76  -0.04
O  -3.14  -0.41  -0.56
H  -5.09  -0.72  -0.79

LUMO energy: -2.83 eV
Gap between HOMO and LUMO: 0.262 Eh
Charge: +1
Multiplicity: 1

Results of the Mulliken charge analysis, in e, for atoms 1 through 6: Ir 3.416; C -0.843; O -0.457; C 0.910; C -0.638; C -0.521

*b*
Formula: C42H37IrN5O6S3
Source: the Open Molecules 2025 dataset
Level of theory: the ωB97M-V functional and the def2-TZVPD basis

Atoms and positions in Å:
Ir  -0.14  1.11  1.89
C  3.72  -9.16  -6.27
O  2.60  -9.11  -5.39
C  2.40  -7.98  -4.69
C  3.20  -6.84  -4.78
C  2.89  -5.73  -4.01
C  1.79  -5.73  -3.16
C  1.00  -6.87  -3.08
C  1.30  -7.98  -3.84
C  1.44  -4.56  -2.35
N  0.35  -4.45  -1.62
C  0.42  -3.21  -1.05
C  1.57  -2.56  -1.42
N  2.22  -3.44  -2.26
C  1.93  -1.26  -0.95
C  3.11  -0.56  -1.24
C  3.31  0.69  -0.69
C  2.33  1.23  0.14
N  1.22  0.58  0.43
C  1.01  -0.65  -0.10
C  -0.22  -1.31  0.28
N  -1.04  -0.61  1.10
C  -2.16  -1.17  1.53
C  -2.51  -2.47  1.16
C  -1.70  -3.19  0.32
C  -0.52  -2.59  -0.16
H  3.71  -10.15  -6.72
H  4.65  -9.02  -5.73
H  3.63  -8.41  -7.06
H  4.05  -6.81  -5.44
H  3.52  -4.86  -4.11
H  0.15  -6.88  -2.41
H  0.69  -8.88  -3.78
H  3.10  -3.30  -2.72
H  3.86  -0.99  -1.89
H  4.21  1.25  -0.90
H  2.43  2.21  0.59
H  -2.77  -0.56  2.18
H  -3.43  -2.89  1.55
H  -1.94  -4.19  0.01
O  0.61  3.51  1.03
S  0.75  4.96  1.42
C  -0.20  5.93  0.20
C  -1.40  5.19  -0.37
C  -1.07  4.33  -1.59
C  -2.30  3.56  -2.06
S  -2.44  1.92  -1.25
O  -1.51  1.94  -0.08
C  -1.61  0.97  -2.51
C  -0.23  0.91  -2.55
C  0.39  0.17  -3.55
C  -0.38  -0.50  -4.50
C  -1.76  -0.43  -4.45
C  -2.39  0.30  -3.45
C  -0.30  5.28  2.83
C  0.14  6.23  3.73
C  -0.64  6.51  4.85
C  -1.83  5.84  5.05
C  -2.26  4.88  4.14
C  -1.49  4.59  3.02
H  0.50  6.23  -0.58
H  -0.50  6.83  0.75
H  -2.16  5.92  -0.65
H  -1.84  4.55  0.40
H  -0.27  3.63  -1.33
H  -0.71  4.96  -2.40
H  -2.29  3.36  -3.13
H  -3.22  4.10  -1.82
H  0.35  1.43  -1.80
H  1.47  0.13  -3.59
H  0.11  -1.07  -5.28
H  -2.36  -0.95  -5.19
H  -3.47  0.35  -3.40
H  1.08  6.74  3.57
H  -0.30  7.25  5.57
H  -2.43  6.06  5.93
H  -3.19  4.35  4.30
H  -1.80  3.81  2.34
O  -1.72  1.39  3.12
N  -1.54  1.59  4.44
C  -2.60  1.36  5.24
C  -2.52  1.59  6.58
C  -1.32  2.07  7.11
C  -0.25  2.28  6.28
C  -0.35  2.02  4.90
S  0.94  2.24  3.81
H  -3.48  0.99  4.73
H  -3.39  1.40  7.20
H  -1.22  2.25  8.17
H  0.70  2.64  6.65
O  -0.51  -1.05  4.32
C  0.56  -1.08  3.75
O  0.94  -0.38  2.72
H  1.35  -1.79  4.06

LUMO energy: -2.77 eV
Gap between HOMO and LUMO: 0.256 Eh
Charge: +1
Multiplicity: 1

Results of the Mulliken charge analysis, in e, for atoms 1 through 6: Ir 2.407; C -0.844; O -0.457; C 0.971; C -0.643; C -0.770

It is *a* that is most stable; the runner-up trails by 197.0 kJ/mol.